# 1
C44H92N2O8 | the ωB97M-V functional and the def2-TZVPD basis

Values from the calculation:
Strongest force on any atom in hartree/bohr: 0.143
SMILES: COCCCCCCCc1ccc2nccnc2c1.CCOCC.CCOCC.CCOCC.CCOCC.CCOCC.CCOCC.CCOCC
E_tot in Eh: -2442.4540
Total charge: 0

Last column: Löwdin charge in e.
Atoms and positions in Å:
C  8.951  -1.522  -0.493  -0.11
O  7.732  -1.057  -1.222  -0.26
C  6.507  -1.562  -0.554  -0.23
C  5.114  -1.215  -1.352  -0.17
C  4.454  0.245  -0.965  -0.20
C  3.134  0.086  0.010  -0.22
C  1.865  1.039  -0.408  -0.22
C  1.211  0.715  -1.876  -0.21
C  0.742  -0.842  -2.090  -0.18
C  -0.799  -1.173  -1.639  -0.12
C  -1.447  -2.601  -2.220  -0.01
C  -2.970  -3.022  -1.775  -0.01
C  -3.927  -2.095  -0.772  -0.16
N  -5.297  -2.631  -0.467  0.03
C  -5.989  -1.688  0.476  -0.08
C  -5.392  -0.287  1.050  -0.07
N  -4.035  0.240  0.683  0.03
C  -3.294  -0.700  -0.226  -0.13
C  -1.753  -0.259  -0.668  0.04
H  9.408  -0.696  0.206  0.09
H  9.803  -1.872  -1.226  0.10
H  8.652  -2.427  0.213  0.10
H  6.616  -2.750  -0.541  0.12
H  6.483  -1.242  0.584  0.13
H  4.355  -2.101  -1.101  0.11
H  5.373  -1.243  -2.512  0.12
H  4.205  0.790  -1.970  0.10
H  5.300  0.897  -0.429  0.12
H  2.845  -1.063  0.157  0.10
H  3.479  0.452  1.091  0.12
H  1.091  1.018  0.471  0.11
H  2.277  2.157  -0.467  0.12
H  2.028  0.997  -2.690  0.11
H  0.282  1.440  -2.019  0.12
H  0.862  -1.161  -3.233  0.11
H  1.440  -1.582  -1.466  0.12
H  -0.819  -3.282  -2.934  0.09
H  -3.425  -4.057  -2.158  0.10
H  -7.079  -1.999  0.842  0.10
H  -6.065  0.346  1.795  0.11
H  -1.325  0.773  -0.253  0.09
C  -1.114  -7.197  -6.096  -0.08
C  -1.361  -5.708  -6.261  -0.27
O  -0.372  -4.894  -5.631  -0.18
C  0.967  -5.056  -6.092  -0.28
C  1.143  -4.746  -7.568  -0.07
H  -1.059  -7.462  -5.035  0.07
H  -1.923  -7.771  -6.561  0.08
H  -0.175  -7.508  -6.559  0.07
H  -2.318  -5.455  -5.790  0.12
H  -1.458  -5.435  -7.318  0.11
H  1.330  -6.060  -5.852  0.10
H  1.584  -4.360  -5.512  0.12
H  0.558  -5.420  -8.199  0.07
H  2.194  -4.845  -7.857  0.08
H  0.812  -3.724  -7.787  0.07
C  1.545  -8.596  -2.703  -0.08
C  2.784  -8.825  -3.549  -0.27
O  3.322  -7.627  -4.108  -0.17
C  3.738  -6.628  -3.180  -0.28
C  4.830  -7.096  -2.234  -0.08
H  0.766  -8.099  -3.291  0.07
H  1.152  -9.550  -2.335  0.08
H  1.753  -7.965  -1.837  0.07
H  2.521  -9.472  -4.393  0.12
H  3.558  -9.359  -2.984  0.10
H  2.876  -6.241  -2.629  0.10
H  4.124  -5.791  -3.774  0.12
H  4.497  -7.925  -1.605  0.07
H  5.141  -6.279  -1.575  0.08
H  5.703  -7.444  -2.798  0.08
C  -2.514  3.252  5.298  -0.08
C  -1.686  3.752  4.128  -0.27
O  -1.759  2.909  2.978  -0.17
C  -3.054  2.725  2.410  -0.29
C  -3.698  4.017  1.940  -0.08
H  -2.207  2.240  5.581  0.09
H  -2.389  3.912  6.163  0.08
H  -3.579  3.214  5.058  0.06
H  -0.633  3.780  4.427  0.12
H  -1.957  4.780  3.860  0.11
H  -3.701  2.190  3.110  0.10
H  -2.924  2.063  1.545  0.07
H  -3.864  4.714  2.766  0.05
H  -4.668  3.813  1.475  0.07
H  -3.057  4.523  1.209  0.09
C  6.901  -0.203  5.449  -0.08
C  7.755  -0.931  4.427  -0.28
O  7.609  -0.427  3.100  -0.18
C  7.956  0.941  2.902  -0.28
C  9.402  1.255  3.240  -0.08
H  5.843  -0.248  5.167  0.08
H  7.021  -0.656  6.439  0.08
H  7.172  0.852  5.530  0.07
H  7.449  -1.982  4.397  0.12
H  8.812  -0.928  4.718  0.11
H  7.270  1.589  3.455  0.11
H  7.790  1.155  1.839  0.11
H  9.624  1.073  4.294  0.07
H  9.625  2.306  3.028  0.08
H  10.080  0.627  2.650  0.08
C  -5.214  4.175  10.410  -0.08
C  -4.386  4.675  9.239  -0.28
O  -4.459  3.832  8.090  -0.18
C  -5.754  3.648  7.522  -0.28
C  -6.398  4.940  7.052  -0.08
H  -4.907  3.163  10.693  0.08
H  -5.089  4.835  11.275  0.08
H  -6.279  4.138  10.170  0.06
H  -3.333  4.703  9.539  0.12
H  -4.657  5.703  8.972  0.11
H  -6.401  3.113  8.222  0.11
H  -5.624  2.986  6.657  0.11
H  -6.564  5.637  7.877  0.07
H  -7.368  4.736  6.586  0.08
H  -5.757  5.446  6.321  0.08
C  -8.708  8.443  3.901  -0.08
C  -7.390  8.615  3.168  -0.28
O  -6.449  7.576  3.438  -0.16
C  -6.849  6.254  3.086  -0.28
C  -7.147  6.083  1.607  -0.08
H  -8.542  8.387  4.983  0.08
H  -9.374  9.286  3.691  0.08
H  -9.224  7.527  3.603  0.06
H  -6.924  9.550  3.496  0.12
H  -7.546  8.712  2.088  0.11
H  -7.697  5.940  3.701  0.10
H  -6.015  5.594  3.355  0.10
H  -7.981  6.711  1.285  0.07
H  -7.406  5.043  1.387  0.08
H  -6.275  6.364  1.005  0.08
C  1.837  1.701  -7.904  -0.08
C  1.045  0.648  -8.658  -0.28
O  1.091  -0.643  -8.051  -0.17
C  0.580  -0.737  -6.724  -0.28
C  -0.882  -0.346  -6.608  -0.07
H  2.884  1.394  -7.804  0.08
H  1.801  2.658  -8.435  0.08
H  1.447  1.861  -6.897  0.06
H  1.471  0.537  -9.661  0.12
H  0.004  0.961  -8.801  0.11
H  1.202  -0.154  -6.038  0.10
H  0.689  -1.785  -6.421  0.10
H  -1.049  0.698  -6.887  0.07
H  -1.233  -0.478  -5.579  0.07
H  -1.498  -0.964  -7.271  0.08

=====

# 2
C44H94BrN6O14P | the ωB97M-V functional and the def2-TZVPD basis

Values from the calculation:
Strongest force on any atom in hartree/bohr: 0.107
SMILES: CCOP(=O)(CC[C@@](C#N)(COC(C)=O)[C@](C#N)(CCCOC)C[C@H](C)Br)OCC.COCCNCCOC.COCCNCCOC.COCCNCCOC.COCCNCCOC
E_tot in Eh: -6029.9432
Total charge: 0

Last column: Löwdin charge in e.
Atoms and positions in Å:
C  -1.973  -3.285  5.234  -0.06
C  -2.801  -3.033  3.923  -0.25
O  -1.924  -2.870  2.784  -0.21
P  -1.403  -4.276  2.150  0.62
O  -1.843  -5.423  2.977  -0.28
C  0.457  -4.336  1.978  -0.19
C  1.192  -3.152  2.642  -0.17
C  2.556  -2.683  1.991  -0.28
C  2.310  -2.575  0.500  -0.17
N  2.081  -2.553  -0.606  0.23
C  2.600  -1.163  2.470  -0.14
O  3.829  -0.499  2.245  0.01
C  3.916  0.267  1.106  -0.48
C  2.826  1.210  0.569  0.03
O  4.945  0.233  0.527  0.12
C  3.806  -3.513  2.421  -0.29
C  4.069  -3.067  3.877  -0.22
N  4.173  -2.804  4.960  0.22
C  5.153  -3.189  1.692  -0.12
C  5.255  -3.610  0.187  -0.15
C  5.620  -2.473  -0.799  -0.23
O  5.864  -3.102  -2.073  -0.20
C  6.833  -2.378  -2.811  -0.13
C  3.665  -5.080  2.425  -0.16
C  3.752  -5.812  3.803  -0.68
C  3.881  -7.355  3.438  -0.16
Br  2.143  -5.698  4.917  0.76
O  -2.043  -4.525  0.617  -0.24
C  -1.603  -5.784  0.093  -0.30
C  -0.901  -5.615  -1.300  -0.07
H  -1.127  -3.948  4.962  0.06
H  -2.579  -3.831  5.983  0.08
H  -1.622  -2.333  5.669  0.08
H  -3.303  -2.054  4.078  0.12
H  -3.599  -3.778  3.776  0.09
H  0.652  -4.535  0.908  0.08
H  0.729  -5.269  2.519  0.05
H  0.498  -2.279  2.610  0.11
H  1.410  -3.270  3.726  0.09
H  2.364  -1.085  3.554  0.15
H  1.720  -0.702  1.970  0.13
H  1.929  0.591  0.334  0.08
H  3.162  1.623  -0.398  0.07
H  2.524  2.012  1.265  0.10
H  5.514  -2.150  1.791  0.12
H  5.917  -3.802  2.224  0.13
H  4.339  -4.108  -0.204  0.11
H  6.051  -4.382  0.078  0.12
H  6.483  -1.857  -0.479  0.12
H  4.709  -1.851  -0.956  0.11
H  6.960  -2.909  -3.779  0.09
H  6.513  -1.341  -3.066  0.09
H  7.827  -2.400  -2.312  0.09
H  4.529  -5.507  1.870  0.11
H  2.780  -5.485  1.899  0.12
H  4.694  -5.608  4.346  0.10
H  4.469  -7.894  4.209  0.08
H  4.422  -7.509  2.482  0.08
H  2.871  -7.789  3.330  0.06
H  -0.899  -6.324  0.758  0.11
H  -2.451  -6.482  -0.076  0.12
H  0.202  -5.572  -1.222  0.06
H  -1.235  -4.679  -1.796  0.08
H  -1.161  -6.454  -1.978  0.08
C  8.252  6.186  0.732  -0.11
O  8.193  6.185  -0.685  -0.19
C  9.121  5.302  -1.310  -0.21
C  8.429  4.074  -1.883  -0.21
N  7.953  3.182  -0.829  -0.05
C  6.990  2.167  -1.276  -0.19
C  5.707  2.625  -1.974  -0.21
O  4.769  3.284  -1.136  -0.20
C  5.061  4.644  -0.861  -0.08
H  7.706  7.060  1.084  0.09
H  7.767  5.297  1.147  0.07
H  9.284  6.245  1.088  0.09
H  9.941  5.033  -0.638  0.12
H  9.554  5.862  -2.144  0.12
H  9.135  3.526  -2.515  0.12
H  7.609  4.432  -2.514  0.10
H  7.512  3.730  -0.104  0.06
H  6.701  1.609  -0.384  0.10
H  7.518  1.465  -1.930  0.12
H  5.199  1.719  -2.319  0.12
H  5.902  3.218  -2.875  0.11
H  5.510  5.154  -1.717  0.09
H  5.711  4.719  0.014  0.07
H  4.127  5.148  -0.613  0.08
C  1.370  4.031  -1.971  -0.10
O  1.940  5.315  -1.773  -0.21
C  2.096  6.072  -2.971  -0.21
C  1.079  7.201  -3.057  -0.21
N  -0.270  6.692  -3.291  -0.04
C  -1.340  7.665  -3.049  -0.19
C  -1.439  8.333  -1.673  -0.22
O  -1.849  7.476  -0.620  -0.19
C  -0.832  6.638  -0.102  -0.10
H  1.537  3.454  -1.062  0.08
H  0.290  4.100  -2.131  0.07
H  1.837  3.512  -2.811  0.09
H  2.077  5.435  -3.860  0.12
H  3.092  6.523  -2.915  0.12
H  1.352  7.869  -3.880  0.12
H  1.145  7.766  -2.121  0.10
H  -0.433  5.895  -2.691  0.06
H  -2.278  7.132  -3.227  0.11
H  -1.267  8.444  -3.814  0.12
H  -2.223  9.092  -1.750  0.12
H  -0.527  8.875  -1.396  0.11
H  0.143  7.132  -0.084  0.09
H  -0.778  5.708  -0.674  0.06
H  -1.101  6.370  0.920  0.09
C  -8.744  4.682  -4.014  -0.11
O  -8.378  5.854  -3.305  -0.19
C  -8.591  5.777  -1.898  -0.21
C  -7.280  5.638  -1.138  -0.21
N  -6.677  4.322  -1.342  -0.05
C  -5.270  4.227  -0.933  -0.19
C  -4.253  5.191  -1.551  -0.22
O  -3.971  4.964  -2.923  -0.19
C  -4.939  5.463  -3.827  -0.10
H  -8.789  4.937  -5.072  0.09
H  -7.994  3.896  -3.890  0.07
H  -9.723  4.313  -3.697  0.09
H  -9.301  4.988  -1.636  0.12
H  -9.043  6.731  -1.610  0.12
H  -7.466  5.778  -0.070  0.12
H  -6.622  6.443  -1.481  0.10
H  -6.734  4.078  -2.321  0.06
H  -4.953  3.209  -1.178  0.12
H  -5.228  4.318  0.157  0.12
H  -3.307  5.024  -1.030  0.11
H  -4.504  6.243  -1.376  0.11
H  -5.374  6.407  -3.488  0.09
H  -5.722  4.720  -3.994  0.07
H  -4.450  5.635  -4.787  0.09
C  -5.315  -5.959  3.525  -0.11
O  -5.807  -5.131  2.478  -0.19
C  -5.079  -5.249  1.256  -0.21
C  -5.871  -6.022  0.210  -0.20
N  -5.967  -7.440  0.549  -0.05
C  -6.984  -8.180  -0.208  -0.20
C  -8.437  -7.697  -0.164  -0.23
O  -9.091  -7.882  1.080  -0.18
C  -8.779  -6.919  2.071  -0.10
H  -5.759  -5.608  4.458  0.09
H  -5.621  -6.999  3.380  0.07
H  -4.227  -5.900  3.604  0.06
H  -4.085  -5.669  1.410  0.09
H  -4.942  -4.227  0.889  0.12
H  -5.375  -5.924  -0.761  0.12
H  -6.858  -5.553  0.141  0.10
H  -6.182  -7.534  1.532  0.06
H  -6.963  -9.203  0.176  0.12
H  -6.658  -8.228  -1.252  0.11
H  -8.993  -8.313  -0.877  0.12
H  -8.552  -6.664  -0.512  0.11
H  -8.638  -5.921  1.649  0.09
H  -7.893  -7.226  2.632  0.07
H  -9.609  -6.880  2.777  0.09

=====

# 3
C44H95NO10S | the ωB97M-V functional and the def2-TZVPD basis

Values from the calculation:
Strongest force on any atom in hartree/bohr: 0.046
SMILES: Cc1cccc(C[C@H]2CC[C@H](CCCCN)OS2(=O)=O)c1.CCOCC.CCOCC.CCOCC.CCOCC.CCOCC.CCOCC.CCOCC
E_tot in Eh: -2938.6938
Total charge: 0

Last column: Löwdin charge in e.
Atoms and positions in Å:
C  4.502  0.115  -0.532  -0.04
C  3.455  -0.106  -1.616  -0.28
C  3.396  -1.320  -2.244  -0.05
C  2.471  -1.494  -3.249  -0.07
C  1.636  -0.476  -3.601  -0.05
C  1.680  0.728  -2.935  -0.22
C  0.705  1.820  -3.340  -0.11
C  -0.716  1.604  -2.790  -0.32
C  -1.340  2.969  -2.363  -0.16
C  -2.726  2.687  -1.758  -0.14
C  -3.704  1.998  -2.711  -0.34
C  -5.078  1.826  -2.026  -0.13
C  -5.674  0.412  -2.210  -0.19
C  -7.176  0.447  -1.863  -0.18
C  -8.032  -0.734  -2.436  -0.25
N  -7.471  -1.472  -3.580  0.00
O  -3.213  0.740  -3.204  -0.19
S  -1.836  0.913  -3.988  0.64
O  -1.459  -0.384  -4.449  -0.26
O  -2.032  1.853  -5.047  -0.25
C  2.598  0.914  -1.936  -0.01
H  5.190  -0.731  -0.511  0.06
H  5.076  0.997  -0.837  0.08
H  4.058  0.297  0.447  0.07
H  4.065  -2.120  -1.952  0.11
H  2.431  -2.447  -3.764  0.11
H  0.946  -0.662  -4.416  0.11
H  1.084  2.734  -2.872  0.11
H  0.721  1.950  -4.424  0.13
H  -0.686  0.956  -1.910  0.15
H  -1.431  3.544  -3.288  0.12
H  -0.669  3.449  -1.650  0.11
H  -3.171  3.607  -1.374  0.13
H  -2.588  2.020  -0.894  0.13
H  -3.862  2.692  -3.544  0.15
H  -5.783  2.557  -2.427  0.12
H  -4.987  2.054  -0.960  0.12
H  -5.465  0.053  -3.215  0.09
H  -5.184  -0.242  -1.481  0.12
H  -7.580  1.415  -2.174  0.09
H  -7.250  0.413  -0.772  0.10
H  -8.253  -1.436  -1.632  0.08
H  -8.968  -0.295  -2.792  0.10
H  -6.648  -1.960  -3.236  0.04
H  -7.137  -0.801  -4.264  0.06
H  2.638  1.865  -1.413  0.12
C  8.999  -1.788  1.098  -0.06
C  7.732  -2.291  1.768  -0.27
O  6.707  -2.656  0.859  -0.17
C  7.020  -3.691  -0.056  -0.28
C  7.389  -5.007  0.606  -0.08
H  8.777  -0.930  0.459  0.08
H  9.728  -1.486  1.848  0.05
H  9.463  -2.551  0.471  0.07
H  7.314  -1.493  2.385  0.11
H  7.955  -3.122  2.446  0.11
H  7.811  -3.365  -0.741  0.11
H  6.125  -3.834  -0.663  0.11
H  8.286  -4.920  1.220  0.07
H  7.577  -5.769  -0.152  0.08
H  6.579  -5.349  1.252  0.08
C  7.177  3.685  5.397  -0.08
C  7.900  2.698  4.496  -0.28
O  7.419  1.370  4.597  -0.17
C  6.058  1.159  4.265  -0.28
C  5.713  1.537  2.837  -0.08
H  7.244  3.368  6.439  0.08
H  7.620  4.677  5.302  0.08
H  6.118  3.768  5.147  0.06
H  8.951  2.656  4.782  0.11
H  7.874  3.034  3.453  0.11
H  5.407  1.676  4.978  0.11
H  5.880  0.091  4.402  0.12
H  5.867  2.599  2.640  0.06
H  4.667  1.307  2.631  0.07
H  6.337  0.979  2.135  0.07
C  -9.051  -6.856  0.801  -0.08
C  -9.945  -5.756  0.253  -0.29
O  -9.366  -4.466  0.308  -0.16
C  -8.157  -4.292  -0.413  -0.28
C  -8.278  -4.561  -1.903  -0.08
H  -8.774  -6.642  1.835  0.08
H  -9.569  -7.815  0.768  0.08
H  -8.128  -6.956  0.228  0.06
H  -10.853  -5.701  0.854  0.12
H  -10.262  -5.988  -0.770  0.11
H  -7.362  -4.904  0.028  0.11
H  -7.866  -3.252  -0.258  0.10
H  -8.560  -5.595  -2.110  0.07
H  -7.326  -4.369  -2.402  0.05
H  -9.039  -3.917  -2.348  0.08
C  -5.551  -6.123  -5.960  -0.08
C  -6.252  -5.018  -5.187  -0.28
O  -5.768  -4.846  -3.868  -0.20
C  -4.396  -4.511  -3.737  -0.27
C  -4.010  -3.213  -4.424  -0.06
H  -5.640  -7.073  -5.430  0.08
H  -5.996  -6.231  -6.950  0.08
H  -4.488  -5.919  -6.093  0.07
H  -7.309  -5.265  -5.087  0.12
H  -6.205  -4.071  -5.736  0.11
H  -3.767  -5.337  -4.086  0.11
H  -4.215  -4.417  -2.665  0.12
H  -4.171  -3.261  -5.502  0.07
H  -2.958  -2.984  -4.255  0.08
H  -4.611  -2.385  -4.041  0.06
C  13.632  1.310  5.978  -0.08
C  13.665  0.296  4.847  -0.28
O  13.082  -0.951  5.177  -0.16
C  11.714  -0.924  5.548  -0.27
C  10.793  -0.377  4.472  -0.07
H  14.136  0.913  6.860  0.08
H  14.131  2.231  5.673  0.08
H  12.612  1.565  6.269  0.06
H  14.702  0.081  4.590  0.12
H  13.200  0.707  3.943  0.11
H  11.587  -0.370  6.485  0.11
H  11.442  -1.958  5.761  0.12
H  11.024  0.661  4.227  0.07
H  9.753  -0.419  4.801  0.08
H  10.892  -0.957  3.554  0.06
C  -9.261  1.761  2.549  -0.08
C  -8.130  2.628  2.023  -0.28
O  -8.145  2.798  0.617  -0.18
C  -9.299  3.407  0.068  -0.28
C  -9.565  4.808  0.593  -0.08
H  -9.238  0.776  2.079  0.08
H  -9.170  1.636  3.629  0.08
H  -10.240  2.198  2.347  0.07
H  -7.177  2.151  2.256  0.12
H  -8.121  3.602  2.525  0.11
H  -10.175  2.764  0.216  0.11
H  -9.129  3.454  -1.008  0.11
H  -9.749  4.815  1.668  0.07
H  -10.440  5.235  0.101  0.08
H  -8.707  5.455  0.402  0.08
C  0.539  6.995  1.631  -0.08
C  0.329  5.500  1.467  -0.28
O  0.868  4.972  0.267  -0.17
C  2.266  5.122  0.086  -0.28
C  3.102  4.458  1.166  -0.08
H  0.106  7.535  0.787  0.08
H  0.067  7.344  2.550  0.08
H  1.597  7.257  1.680  0.07
H  -0.741  5.292  1.430  0.12
H  0.721  4.955  2.333  0.11
H  2.524  6.182  -0.011  0.11
H  2.493  4.660  -0.876  0.11
H  2.918  4.890  2.151  0.07
H  4.164  4.574  0.944  0.08
H  2.872  3.392  1.226  0.08